Record 1
C2H6O2Pt | wB97M-V/def2-TZVPD

The value obtained for the LUMO energy (spin up / spin down) is -0.1525 / -0.2636 hartree. As for the total charge: +1. As for the spin multiplicity: 4. As for the expectation value of S²: 3.76. As for the frontier orbital gap (spin up / spin down): 8.7 / 8.2 eV.

Atoms and positions in Å:
C (0.8476, 1.1935, 0.7058)
C (1.1193, 0.4335, -0.5290)
O (0.0774, -0.3541, -1.0005)
H (1.7357, 1.7784, 0.9720)
H (0.0066, 1.8956, 0.5817)
H (0.6216, 0.5272, 1.5608)
H (2.1082, 0.0756, -0.8152)
H (0.4046, -1.1634, -1.4759)
Pt (-1.5927, -0.4058, -0.3518)
O (-2.5969, -1.7166, -0.2102)
H (-2.7314, -2.2640, 0.5623)

Forces on the atoms, in the same order (eV/Å):
C -0.13 -0.06 0.13
C 1.87 0.70 0.52
O 7.34 -0.45 -3.13
H -0.26 -0.09 -0.10
H 0.15 -0.05 0.05
H 0.08 0.18 -0.20
H -0.36 0.14 -0.03
H -0.40 1.04 0.22
Pt -0.78 6.47 0.57
O -7.38 -7.02 1.60
H -0.14 -0.87 0.35

---

Record 2
C2H6O2S2 | wB97M-V/def2-TZVPD

The value obtained for the LUMO energy is 0.0211 hartree. As for the spin multiplicity: 1. As for the frontier orbital gap: 9.5 eV. Its SMILES is O=CO.CSS.

Atoms and positions in Å:
C (-0.9403, -1.2043, -0.4985)
S (0.4757, -1.7247, 0.4470)
S (0.0584, -1.8682, 2.4163)
H (-0.5261, -0.6599, -1.3533)
H (-1.5264, -2.0586, -0.8444)
H (-1.5958, -0.3969, -0.1668)
H (-0.8336, -2.8595, 2.4572)
O (2.1631, 2.3422, -1.2796)
C (1.3586, 2.4287, -0.4166)
O (0.2239, 1.6946, -0.2712)
H (1.3797, 3.1214, 0.4234)
H (-0.2372, 1.1851, -0.9134)

Forces on the atoms, in the same order (eV/Å):
C -0.66 0.80 -0.73
S 0.66 -0.26 -0.37
S -0.36 0.62 0.52
H 0.39 -0.81 -0.43
H 0.04 0.24 0.03
H -0.09 -0.41 1.10
H -0.03 -0.40 -0.15
O 0.32 -0.04 -0.50
C -1.09 -0.71 -0.26
O 0.11 1.37 2.11
H 0.22 0.09 0.22
H 0.49 -0.48 -1.54

---

Record 3
C2H6O2S3 | wB97M-V/def2-TZVPD

The value obtained for the LUMO energy (spin up / spin down) is -0.0062 / -0.0062 hartree. As for the spin multiplicity: 1. As for the frontier orbital gap (spin up / spin down): 7.9 / 7.9 eV.

Atoms and positions in Å:
C (2.1949, 1.9061, 0.6173)
C (-2.4435, -1.7053, -0.4956)
O (-0.0808, 0.0784, 2.4876)
O (0.0900, 0.3136, -0.2268)
S (0.3750, 1.7678, 0.2504)
S (-2.4313, -0.8629, 1.1528)
S (-0.3883, -0.8039, 1.3899)
H (2.3298, 2.8957, 0.7940)
H (2.6555, 1.3333, -0.2362)
H (2.3496, 1.3958, 1.5232)
H (-2.9397, -1.1378, -1.3122)
H (-2.9017, -2.6990, -0.5352)
H (-1.3447, -1.7720, -0.7460)

Forces on the atoms, in the same order (eV/Å):
C -2.06 -4.17 -2.04
C 1.19 0.22 -0.67
O -0.08 0.52 0.36
O -0.19 -1.81 0.93
S 0.35 2.11 0.34
S -0.92 -0.08 -0.67
S 0.76 -0.49 -1.53
H 0.90 3.04 -0.23
H 0.15 1.30 0.87
H 0.43 -0.80 1.16
H 0.43 0.18 0.91
H 0.25 0.17 0.68
H -1.21 -0.18 -0.12

---

Record 4
C2H6O2Se | wB97M-V/def2-TZVPD

The value obtained for the LUMO energy is 0.0180 hartree. As for the spin multiplicity: 1. As for the frontier orbital gap: 8.8 eV.

Atoms and positions in Å:
C (1.3647, 0.2020, -0.5664)
C (-1.1394, 0.2201, 0.5475)
O (0.9658, 0.5406, -1.7849)
O (-1.0907, -1.0967, 0.9094)
Se (0.6030, 1.1310, 0.7693)
H (2.4861, 0.0759, -0.4432)
H (0.7942, -1.5083, -0.1319)
H (-1.7453, 0.8405, 1.1378)
H (-1.2630, 0.1866, -0.4739)
H (0.0338, 0.6125, -1.7938)
H (-1.0093, -1.2041, 1.8300)

Forces on the atoms, in the same order (eV/Å):
C 1.91 -4.86 0.74
C 2.05 -0.35 1.49
O 1.61 -0.13 -1.85
O -0.69 -0.83 -1.21
Se -0.82 1.54 2.43
H -1.58 0.16 -0.51
H 1.36 3.13 -0.99
H -1.47 0.65 0.35
H -1.12 0.48 -2.08
H -1.48 0.29 -0.21
H 0.23 -0.11 1.87

---

Record 5
C2H6O2Y | wB97M-V/def2-TZVPD

The value obtained for the LUMO energy (spin up / spin down) is -0.4199 / -0.4400 hartree. As for the total charge: +2. As for the spin multiplicity: 2. As for the expectation value of S²: 0.76. As for the frontier orbital gap (spin up / spin down): 9.1 / 8.5 eV.

Atoms and positions in Å:
O (-1.0619, -0.9190, 4.3731)
Y (-1.1424, -0.9568, 2.2848)
C (0.0695, 0.6861, -0.4254)
C (1.0043, -0.1893, -1.2219)
H (0.5916, 1.1856, 0.4027)
H (-0.4056, 1.4520, -1.0516)
H (1.4823, -0.9436, -0.5835)
H (0.4749, -0.6918, -2.0436)
H (1.7873, 0.4420, -1.6628)
O (-0.9829, -0.0936, 0.2022)
H (-1.8171, 0.0283, -0.2741)

Forces on the atoms, in the same order (eV/Å):
O 0.00 0.22 -2.06
Y 0.06 -0.47 1.93
C 1.45 1.20 -0.78
C -0.18 -0.20 -0.13
H -0.10 0.02 -0.23
H 0.07 -0.18 0.29
H 0.03 0.13 -0.17
H 0.17 0.13 0.21
H -0.16 -0.17 0.16
O -1.35 -0.69 1.24
H 0.00 0.01 -0.45

---

Record 6
C2H6O3S2 | wB97M-V/def2-TZVPD

The value obtained for the LUMO energy is -0.0007 hartree. As for the spin multiplicity: 1. As for the frontier orbital gap: 9.8 eV. Its SMILES is CCS(=O)(=O)OS.

Atoms and positions in Å:
C (-1.0201, -1.0199, -0.5464)
C (0.3022, -1.2665, 0.2449)
O (-0.5789, 0.9915, 1.6986)
O (1.8544, 0.4227, 1.9615)
O (1.0604, 1.4101, -0.1474)
S (-0.1502, 1.8360, -1.2781)
S (0.6561, 0.5127, 1.1745)
H (-1.6582, -0.6450, 0.1417)
H (-0.7663, -0.3186, -1.4156)
H (-1.3628, -1.8743, -1.0720)
H (1.2063, -1.2162, -0.2452)
H (0.1523, -1.9316, 1.0983)
H (0.3049, 3.0991, -1.6148)

Forces on the atoms, in the same order (eV/Å):
C 4.48 0.15 -2.65
C -2.53 3.17 2.07
O -0.14 0.37 0.30
O -0.63 0.32 -0.63
O -0.02 -0.01 0.00
S 0.42 1.08 -0.06
S -0.30 -2.34 -1.21
H -2.55 1.26 1.64
H -0.72 -0.89 1.48
H -0.44 -1.18 0.03
H 1.87 -1.02 -1.32
H 0.55 -0.10 -0.32
H 0.00 -0.83 0.66

---

Record 7
C2H6O3S2 | wB97M-V/def2-TZVPD

The value obtained for the LUMO energy is 0.0009 hartree. As for the spin multiplicity: 1. As for the frontier orbital gap: 9.9 eV. Its SMILES is CCS(=O)(=O)SO.

Atoms and positions in Å:
C (1.0039, 0.4360, -0.1712)
C (-0.3860, -0.1987, -0.4991)
O (-0.0007, -1.5829, 1.7677)
O (0.7388, -2.5856, -0.2808)
O (-2.6941, -0.9699, 1.0661)
S (-2.2223, -2.4448, 0.4024)
S (-0.2189, -1.7548, 0.3776)
H (0.8376, 0.9976, 0.8606)
H (1.6720, -0.4337, 0.1675)
H (1.3237, 1.1865, -0.9083)
H (-0.5190, -0.6175, -1.4339)
H (-1.2010, 0.4530, -0.2144)
H (-2.8407, -1.0193, 1.9658)

Forces on the atoms, in the same order (eV/Å):
C -0.76 0.11 2.93
C 1.68 0.38 1.90
O 0.40 0.92 1.54
O -0.44 -0.31 -1.08
O 0.07 -0.35 -3.65
S -0.09 0.75 -0.14
S -0.96 -0.47 0.84
H 0.37 -0.92 -2.17
H -0.08 1.81 -1.30
H 0.31 -0.77 0.20
H -0.06 -0.15 -2.48
H -0.26 -0.42 0.21
H -0.18 -0.57 3.19

---

Record 8
C2H6O4S2 | wB97M-V/def2-TZVPD

The value obtained for the LUMO energy (spin up / spin down) is 0.0215 / -0.1140 hartree. As for the spin multiplicity: 3. As for the expectation value of S²: 2.01. As for the frontier orbital gap (spin up / spin down): 5.7 / 8.4 eV.

Atoms and positions in Å:
C (2.1121, 1.4053, 0.6207)
C (-1.6572, -1.5202, -0.7846)
O (1.3040, -1.1787, 0.0627)
O (-0.8894, -0.1783, 1.4929)
O (-2.3807, 1.0724, -0.0185)
O (-0.1099, 0.7550, -0.8198)
S (1.4510, 0.1249, -0.5853)
S (-1.3883, 0.0391, 0.1841)
H (2.2528, 2.4059, 0.1553)
H (3.0340, 0.8888, 0.9721)
H (1.5863, 1.6147, 1.5064)
H (-1.0319, -1.8018, -1.6270)
H (-1.6511, -2.3635, -0.0479)
H (-2.6317, -1.2637, -1.1112)

Forces on the atoms, in the same order (eV/Å):
C 1.82 -0.27 -0.95
C -0.19 -0.33 2.04
O -1.27 -1.24 0.34
O 0.17 -0.68 0.61
O -0.39 -1.66 0.23
O -2.42 -1.41 1.67
S 4.17 2.29 -0.31
S 0.94 2.64 -2.84
H 0.22 -1.06 -0.23
H -0.34 0.80 -0.54
H -1.80 -0.34 0.90
H 0.46 0.83 0.23
H -0.21 0.83 -0.59
H -1.18 -0.41 -0.56

---

Relative energy (zero: lowest compared OMol25 entry of this formula, charge and spin) / kJ/mol: 125.42 80.06 129.51 263.93 135.85 182.91 151.51 7.92